No. 1
Formula: CBrClS
Source: the Open Molecules 2025 dataset
Level of theory: ωB97M-V/def2-TZVPD

**LUMO energy (alpha / beta)**: -0.91 / -2.34 eV
**Relative energy (zero: lowest compared OMol25 entry of this formula, charge and spin)**: 110.25 kcal/mol
**Maximum force**: 0.02507 hartree/bohr

ORCA input file:
```
! wB97M-V def2-TZVPD RIJCOSX def2/J DEFGRID3
* xyz 0 1
Cl -1.809 -0.661 -1.699
C -1.282 0.398 -0.609
Br 0.975 -0.288 0.375
S 2.117 0.551 1.933
*
```

No. 2
Formula: CBrIOS
Source: the Open Molecules 2025 dataset
Level of theory: ωB97M-V/def2-TZVPD

**LUMO energy**: -0.87 eV
**Relative energy (zero: lowest compared OMol25 entry of this formula, charge and spin)**: 0.00 kcal/mol
**Maximum force**: 0.01241 hartree/bohr

ORCA input file:
```
! wB97M-V def2-TZVPD RIJCOSX def2/J DEFGRID3
* xyz 0 1
O 0.083 1.147 0.001
S -0.557 -1.468 -0.015
C 0.380 0.012 -0.051
I 2.428 -0.744 0.005
Br -2.663 -0.979 0.007
*
```

No. 3
Formula: CBrN5O2
Source: the Open Molecules 2025 dataset
Level of theory: ωB97M-V/def2-TZVPD

**LUMO energy (alpha / beta)**: -0.49 / -4.68 eV
**⟨S²⟩**: 2.01
**Relative energy (zero: lowest compared OMol25 entry of this formula, charge and spin)**: 0.00 kcal/mol
**Maximum force**: 0.07926 hartree/bohr

ORCA input file:
```
! wB97M-V def2-TZVPD RIJCOSX def2/J DEFGRID3
* xyz 0 3
O -1.031 2.051 0.116
N 0.044 -0.790 -1.173
N 1.380 -1.267 0.446
N -0.114 1.316 0.079
C -0.493 -0.235 0.076
O 1.054 1.484 -0.043
N 1.129 -1.299 -0.877
N 0.428 -0.834 1.050
Br -2.397 -0.425 0.327
*
```

No. 4
Formula: CCl2F3OP
Source: the Open Molecules 2025 dataset
Level of theory: ωB97M-V/def2-TZVPD

**LUMO energy**: -1.11 eV
**Relative energy (zero: lowest compared OMol25 entry of this formula, charge and spin)**: 15.52 kcal/mol
**Maximum force**: 0.06151 hartree/bohr

ORCA input file:
```
! wB97M-V def2-TZVPD RIJCOSX def2/J DEFGRID3
* xyz 0 1
Cl 2.007 -1.550 -0.584
O 1.277 -0.144 1.817
F -1.322 0.018 -1.550
P 1.130 -0.044 0.377
F -1.811 1.104 0.262
Cl 1.832 1.677 -0.347
C -1.262 0.011 -0.220
F -1.852 -1.073 0.245
*
```

No. 5
Formula: CCl2FNO2
Source: the Open Molecules 2025 dataset
Level of theory: ωB97M-V/def2-TZVPD

**LUMO energy**: -2.34 eV
**Relative energy (zero: lowest compared OMol25 entry of this formula, charge and spin)**: 55.35 kcal/mol
**Maximum force**: 0.07376 hartree/bohr

ORCA input file:
```
! wB97M-V def2-TZVPD RIJCOSX def2/J DEFGRID3
* xyz 0 1
O 1.078 -1.102 -0.183
Cl -1.563 -1.540 -0.362
C -0.904 0.003 -0.093
O 1.095 1.016 -0.446
N 0.606 -0.026 -0.230
F -0.641 0.212 1.899
Cl -1.515 1.473 -0.577
*
```

No. 6
Formula: CCl2FO3S
Source: the Open Molecules 2025 dataset
Level of theory: ωB97M-V/def2-TZVPD

**LUMO energy**: 3.40 eV
**Relative energy (zero: lowest compared OMol25 entry of this formula, charge and spin)**: 41.69 kcal/mol
**Maximum force**: 0.06748 hartree/bohr

ORCA input file:
```
! wB97M-V def2-TZVPD RIJCOSX def2/J DEFGRID3
* xyz -1 1
Cl 1.435 0.007 1.656
O -1.090 1.315 0.194
S -0.938 -0.148 0.004
C 0.847 0.214 0.014
F 1.011 1.418 -0.447
O -1.042 -0.577 -1.373
O -1.679 -1.108 0.899
Cl 1.457 -1.122 -0.946
*
```

No. 7
Formula: CCl2NO2
Source: the Open Molecules 2025 dataset
Level of theory: ωB97M-V/def2-TZVPD

**LUMO energy**: 3.92 eV
**Relative energy (zero: lowest compared OMol25 entry of this formula, charge and spin)**: 7.65 kcal/mol
**Maximum force**: 0.09731 hartree/bohr

ORCA input file:
```
! wB97M-V def2-TZVPD RIJCOSX def2/J DEFGRID3
* xyz -1 1
Cl -2.189 0.145 0.571
Cl -0.186 1.031 2.379
C 0.627 -0.396 -0.505
O -0.088 -0.327 -1.448
O 1.412 -0.789 0.218
N -0.802 1.134 0.701
*
```

No. 8
Formula: CCl3NSi
Source: the Open Molecules 2025 dataset
Level of theory: ωB97M-V/def2-TZVPD

**LUMO energy**: -1.27 eV
**Relative energy (zero: lowest compared OMol25 entry of this formula, charge and spin)**: 0.00 kcal/mol
**Maximum force**: 0.08824 hartree/bohr

ORCA input file:
```
! wB97M-V def2-TZVPD RIJCOSX def2/J DEFGRID3
* xyz 0 1
N -2.504 0.367 0.084
C -1.379 0.110 0.041
Si 0.390 -0.343 -0.129
Cl 1.004 -0.812 -1.903
Cl 1.562 2.038 0.439
Cl 0.926 -1.359 1.467
*
```

How do the records compare in energy? In the order shown, they have -3470.28022 -3383.24072 -3036.06317 -1674.71543 -1263.37983 -1682.28892 -1163.72753 -1763.01735 a.u..